No. 1
Entry from the OMol25 dataset: a cluster of 11 separate species, C14H50O11 in total (ωB97M-V/def2-TZVPD).

Last columns: bonded neighbours and bond lengths (Å).
Atoms and positions in Å:
1 C -7.21452 -7.92944 -17.46741  C2 1.520, H4 1.092, H5 1.091, H6 1.090
2 C -8.23079 -7.22022 -18.34676  C1 1.520, O3 1.422, H7 1.090, H8 1.096
3 O -8.82128 -6.09895 -17.70111  C2 1.422, H9 0.961
4 H -6.92803 -8.88087 -17.92069  C1 1.092
5 H -7.65480 -8.17256 -16.49958  C1 1.091
6 H -6.36432 -7.27253 -17.28165  C1 1.090
7 H -9.06578 -7.87440 -18.59857  C2 1.090
8 H -7.76224 -6.91196 -19.28885  C2 1.096
9 H -8.17062 -5.39815 -17.60602  O3 0.961
10 C -7.34866 -14.55185 -21.56297  C11 1.526, H13 1.090, H14 1.090, H15 1.094
11 C -8.29515 -13.38447 -21.83029  C10 1.526, O12 1.439, H16 1.090, H17 1.089
12 O -7.71512 -12.44625 -22.75444  C11 1.439, H18 0.962
13 H -7.53529 -15.03014 -20.60201  C10 1.090
14 H -6.31158 -14.21581 -21.56541  C10 1.090
15 H -7.46928 -15.35121 -22.29959  C10 1.094
16 H -8.43843 -12.84844 -20.89250  C11 1.090
17 H -9.25432 -13.73771 -22.20678  C11 1.089
18 H -7.65241 -12.88697 -23.60717  O12 0.962
19 C -5.32368 -8.94225 -21.81911  C20 1.517, H22 1.089, H23 1.095, H24 1.092
20 C -4.95933 -10.39122 -22.08329  C19 1.517, O21 1.429, H25 1.092, H26 1.094
21 O -5.61777 -11.25546 -21.15488  C20 1.429, H27 0.971
22 H -5.03823 -8.60092 -20.82570  C19 1.089
23 H -6.41013 -8.83875 -21.90270  C19 1.095
24 H -4.92084 -8.29585 -22.60142  C19 1.092
25 H -3.88192 -10.56352 -22.03529  C20 1.092
26 H -5.27464 -10.66052 -23.09566  C20 1.094
27 H -6.28123 -11.75252 -21.66011  O21 0.971
28 C -9.01589 -10.77626 -15.53975  C29 1.511, H31 1.095, H32 1.088, H33 1.092
29 C -8.44561 -11.91456 -14.72520  C28 1.511, O30 1.419, H34 1.094, H35 1.094
30 O -9.43761 -12.35320 -13.80988  C29 1.419, H36 0.961
31 H -9.88174 -11.11625 -16.11682  C28 1.095
32 H -8.27015 -10.38166 -16.22656  C28 1.088
33 H -9.39943 -9.97702 -14.90255  C28 1.092
34 H -7.54176 -11.54027 -14.23580  C29 1.094
35 H -8.12393 -12.71904 -15.39364  C29 1.094
36 H -9.14358 -13.17097 -13.40001  O30 0.961
37 C -3.35774 -9.70264 -18.45550  C38 1.512, H40 1.092, H41 1.092, H42 1.092
38 C -2.38030 -9.71196 -17.30260  C37 1.512, O39 1.428, H43 1.094, H44 1.096
39 O -2.98431 -10.36026 -16.18284  C38 1.428, H45 0.960
40 H -2.98268 -9.11275 -19.29424  C37 1.092
41 H -4.33205 -9.30248 -18.16722  C37 1.092
42 H -3.51547 -10.72375 -18.80759  C37 1.092
43 H -2.05130 -8.70547 -17.02949  C38 1.094
44 H -1.48142 -10.25137 -17.62304  C38 1.096
45 H -2.70850 -9.90659 -15.38349  O39 0.960
46 C -3.97567 -13.77229 -18.91655  C47 1.518, H49 1.090, H50 1.088, H51 1.089
47 C -2.80423 -13.98585 -19.85744  C46 1.518, O48 1.431, H52 1.093, H53 1.096
48 O -1.61714 -13.49078 -19.23087  C47 1.431, H54 0.960
49 H -3.89443 -14.36919 -18.00836  C46 1.090
50 H -4.89933 -14.04204 -19.42484  C46 1.088
51 H -3.97742 -12.72817 -18.60580  C46 1.089
52 H -2.96262 -13.46698 -20.80597  C47 1.093
53 H -2.71073 -15.06022 -20.05467  C47 1.096
54 H -0.99434 -13.24789 -19.92020  O48 0.960
55 C -11.45804 -13.22728 -18.22758  C56 1.517, H58 1.089, H59 1.090, H60 1.094
56 C -10.12260 -13.83431 -17.84231  C55 1.517, O57 1.421, H61 1.093, H62 1.095
57 O -9.94425 -15.05572 -18.54595  C56 1.421, H63 0.965
58 H -12.28328 -13.93768 -18.19455  C55 1.089
59 H -11.40116 -12.77734 -19.21865  C55 1.090
60 H -11.70297 -12.44315 -17.50520  C55 1.094
61 H -10.03737 -13.98210 -16.76314  C56 1.093
62 H -9.35265 -13.11522 -18.13915  C56 1.095
63 H -9.12271 -15.43598 -18.21108  O57 0.965
64 O -7.14028 -14.56126 -17.69262  H65 0.969, H66 0.963
65 H -7.05592 -13.68403 -18.09500  O64 0.969
66 H -6.60131 -14.50867 -16.89598  O64 0.963
67 O -5.57280 -11.73363 -15.95718  H68 0.971, H69 0.965
68 H -6.09362 -11.70634 -16.77652  O67 0.971
69 H -4.67772 -11.49480 -16.22589  O67 0.965
70 O -6.62892 -11.66095 -18.58452  H71 0.974, H72 0.974
71 H -6.13098 -11.30701 -19.34287  O70 0.974
72 H -7.55544 -11.45890 -18.80762  O70 0.974
73 O -9.35454 -10.82216 -19.13274  H74 0.963, H75 0.964
74 H -10.17177 -10.59016 -18.67919  O73 0.963
75 H -9.38341 -10.34335 -19.96880  O73 0.964

The calculation puts the HOMO energy at -9.71 eV. The SMILES is CCO.CCO.CCO.CCO.CCO.CCO.CCO.O.O.O.O. Its energy above the lowest of the compared OMol25 structures with the same formula, charge and spin is 0.0 kcal/mol. As for the maximum force: 0.77 eV/A. As for the multiplicity: 1. As for the frontier orbital gap: 10.0 eV. The charge is 0.


No. 2
Entry from the OMol25 dataset: a cluster of 11 separate species, C14H50O18 in total in a non-equilibrium geometry (ωB97M-V/def2-TZVPD).

Last columns: bonded neighbours and bond lengths (Å).
Atoms and positions in Å:
1 O -2.35287 0.51794 2.37883  H2 0.964, H3 0.970
2 H -3.03688 1.13628 2.65857  O1 0.964
3 H -1.80885 1.01207 1.74545  O1 0.970
4 O -0.11066 0.21532 0.75908  H5 0.971, H6 0.969
5 H -0.25399 -0.68405 1.09481  O4 0.971
6 H -0.40571 0.18185 -0.16292  O4 0.969
7 O -2.57949 -0.11227 -1.37564  H8 0.962, H9 0.971
8 H -2.97092 -0.98268 -1.49605  O7 0.962
9 H -1.96273 -0.01740 -2.12012  O7 0.971
10 O -2.23928 -2.18884 2.03087  H11 0.984, H12 0.962
11 H -2.39346 -1.22288 2.13795  O10 0.984
12 H -3.05867 -2.54162 1.67215  O10 0.962
13 C 0.66193 -3.66907 3.82570  C14 1.507, O16 1.404, H17 1.094, H18 1.102
14 C 1.94827 -4.20194 3.25035  C13 1.507, O15 1.435, H19 1.096, H20 1.090
15 O 3.01602 -3.26853 3.47157  C14 1.435, H21 0.968
16 O 0.23215 -2.43680 3.30739  C13 1.404, H22 0.971
17 H 0.70529 -3.61081 4.91774  C13 1.094
18 H -0.08113 -4.47139 3.68836  C13 1.102
19 H 1.81847 -4.42637 2.18509  C14 1.096
20 H 2.29041 -5.11200 3.74316  C14 1.090
21 H 2.71416 -2.40313 3.15873  O15 0.968
22 H -0.61728 -2.54055 2.84930  O16 0.971
23 C 3.41324 -0.00399 3.67560  C24 1.494, O26 1.408, H27 1.096, H28 1.101
24 C 2.17903 0.72114 3.24797  C23 1.494, O25 1.449, H29 1.090, H30 1.098
25 O 2.29142 1.12449 1.86043  C24 1.449, H31 0.970
26 O 3.48416 -1.26766 3.05836  C23 1.408, H32 0.962
27 H 3.48812 -0.10933 4.76349  C23 1.096
28 H 4.26513 0.64338 3.41638  C23 1.101
29 H 1.90580 1.57106 3.87293  C24 1.090
30 H 1.32337 0.03367 3.25399  C24 1.098
31 H 1.44656 0.92526 1.42788  O25 0.970
32 H 4.31835 -1.71613 3.22681  O26 0.962
33 C 0.11069 0.10908 -4.15394  C34 1.505, O36 1.424, H37 1.097, H38 1.095
34 C 0.56770 1.32756 -3.39877  C33 1.505, O35 1.450, H39 1.094, H40 1.094
35 O -0.57841 2.04580 -2.87661  C34 1.450, H41 0.977
36 O -0.19399 -0.90718 -3.20403  C33 1.424, H42 0.965
37 H 0.90598 -0.18836 -4.84806  C33 1.097
38 H -0.75048 0.33100 -4.79270  C33 1.095
39 H 1.15629 2.01958 -4.00871  C34 1.094
40 H 1.22974 1.09255 -2.55989  C34 1.094
41 H -0.16964 2.82781 -2.45728  O35 0.977
42 H -0.45790 -1.69039 -3.70307  O36 0.965
43 C -1.38461 -2.69076 -1.51993  C44 1.497, O46 1.419, H47 1.091, H48 1.103
44 C -2.60976 -3.54841 -1.58402  C43 1.497, O45 1.414, H49 1.093, H50 1.103
45 O -2.44551 -4.73697 -2.33186  C44 1.414, H51 0.962
46 O -0.43508 -3.34914 -0.69586  C43 1.419, H52 0.968
47 H -1.53931 -1.67066 -1.16510  C43 1.091
48 H -0.99897 -2.67218 -2.55304  C43 1.103
49 H -3.50996 -3.03222 -1.92836  C44 1.093
50 H -2.81536 -3.80574 -0.53153  C44 1.103
51 H -2.04573 -5.38146 -1.74036  O45 0.962
52 H 0.11779 -2.73266 -0.19464  O46 0.968
53 C 2.74737 -1.55123 -1.00462  C54 1.522, O56 1.436, H57 1.090, H58 1.092
54 C 3.27737 -0.12598 -0.95048  C53 1.522, O55 1.420, H59 1.094, H60 1.096
55 O 4.16764 0.04735 0.14256  C54 1.420, H61 0.983
56 O 1.89878 -1.79210 0.12819  C53 1.436, H62 0.972
57 H 3.55414 -2.28388 -0.97949  C53 1.090
58 H 2.09977 -1.66620 -1.87590  C53 1.092
59 H 2.46657 0.60525 -0.88824  C54 1.094
60 H 3.78953 0.07124 -1.89936  C54 1.096
61 H 3.59535 0.31286 0.89610  O55 0.983
62 H 2.42438 -1.65145 0.93406  O56 0.972
63 C 0.30831 3.94389 0.45459  C64 1.522, O66 1.406, H67 1.092, H68 1.102
64 C 0.91856 4.79657 -0.64856  C63 1.522, O65 1.411, H69 1.099, H70 1.097
65 O 0.26824 4.59160 -1.88338  C64 1.411, H71 0.964
66 O -1.01236 4.36142 0.69426  C63 1.406, H72 0.974
67 H 0.94886 3.92044 1.33876  C63 1.092
68 H 0.28664 2.87434 0.19114  C63 1.102
69 H 2.00424 4.62797 -0.61853  C64 1.099
70 H 0.83827 5.84634 -0.34136  C64 1.097
71 H 0.90415 4.73688 -2.59250  O65 0.964
72 H -1.68605 3.84169 0.21990  O66 0.974
73 C -3.73643 3.68298 -2.21092  C74 1.523, O76 1.428, H77 1.093, H78 1.093
74 C -3.94090 2.85809 -0.94708  C73 1.523, O75 1.418, H79 1.094, H80 1.096
75 O -2.74261 2.42995 -0.32139  C74 1.418, H81 0.972
76 O -3.37386 2.82932 -3.29685  C73 1.428, H82 0.973
77 H -3.04496 4.52111 -2.09044  C73 1.093
78 H -4.70519 4.13827 -2.43334  C73 1.093
79 H -4.57594 2.00164 -1.19354  C74 1.094
80 H -4.53458 3.39476 -0.19765  C74 1.096
81 H -2.49207 1.58904 -0.73955  O75 0.972
82 H -2.43668 2.60558 -3.16282  O76 0.973

The calculation puts the HOMO energy at -9.29 eV. The SMILES is OCCO.OCCO.OCCO.OCCO.OCCO.OCCO.OCCO.O.O.O.O. Its energy above the lowest of the compared OMol25 structures with the same formula, charge and spin is 21.4 kcal/mol. As for the maximum force: 4.25 eV/A. As for the multiplicity: 1. As for the frontier orbital gap: 9.6 eV. The charge is 0.